# 1
Computed, not measured: a molecular structure, C4H6MgO2, with ωB97M-V with the def2-TZVPD basis set.

The calculation puts the LUMO energy (alpha / beta) at -0.89 / -0.90 eV. The calculation puts the frontier orbital gap (alpha / beta) at 0.2291 / 0.2292 Eh. The calculation puts the largest force on an atom at 1.7 eV/A.

Structure (XYZ):
```
13
Properties=species:S:1:pos:R:3:forces:R:3:mulliken_charge:R:1
O 2.398636 0.699402 -2.135001 0.0 0.3 -0.2 -0.511
C 1.391637 -0.035424 -1.481140 0.0 -0.5 0.3 -0.364
C 0.151634 0.856206 -1.434081 0.0 0.3 -0.1 -0.478
C -0.995850 0.206935 -0.804152 -1.1 -1.0 0.4 -0.247
C -1.932405 -0.429342 -0.346260 0.4 1.0 -0.7 -0.242
H 3.195006 0.165823 -2.199248 0.0 0.0 0.0 0.313
H 1.698231 -0.304576 -0.455959 -0.2 0.0 -0.2 0.333
H 1.156831 -0.965589 -2.023270 0.0 0.2 0.2 0.313
H -0.151175 1.127453 -2.456878 0.1 0.0 0.2 0.291
H 0.382089 1.792492 -0.904013 0.0 -0.2 -0.2 0.320
H -2.886374 -0.869274 -0.082572 0.6 0.0 0.0 0.458
O -0.180368 -1.140731 2.766936 -0.5 1.1 -0.7 -0.819
Mg -0.911377 0.147338 1.741720 0.7 -1.2 0.9 0.632
```
Positions in Å, forces in eV/Å.

---

# 2
Computed, not measured: a molecular structure, C35H28ClF3N6O7SSn, with ωB97M-V with the def2-TZVPD basis set.

The calculation puts the LUMO energy at 3.82 eV. The calculation puts the frontier orbital gap at 0.2425 Eh. The calculation puts the largest force on an atom at 0.7 eV/A. As for the charge: -2.

Structure (XYZ):
```
82
Properties=species:S:1:pos:R:3:forces:R:3:mulliken_charge:R:1
Sn 0.227813 -0.386638 -0.371249 0.1 0.2 0.0 1.228
O -5.050367 5.301015 -1.024157 -0.1 0.0 -0.2 -0.753
C -4.148675 5.373232 -0.167511 -0.1 -0.1 0.1 0.502
O -4.045896 6.135432 0.812074 0.1 0.1 0.1 -0.752
C -2.987868 4.371034 -0.348817 0.2 0.0 -0.1 -0.813
C -1.920042 4.330495 0.534475 -0.1 0.0 -0.1 -0.755
C -0.846272 3.482800 0.275207 0.2 0.1 0.3 0.528
N -0.781810 2.702784 -0.794033 0.0 0.0 -0.2 -0.054
C -1.809160 2.722947 -1.633597 -0.2 0.0 -0.1 0.742
C -2.929334 3.527670 -1.448475 0.0 0.0 0.1 -0.848
C -1.702897 1.879296 -2.860050 -0.1 0.0 0.1 0.569
C -2.850481 1.318687 -3.427509 0.0 -0.1 0.1 -0.786
C -2.739846 0.608094 -4.604317 0.0 0.0 -0.1 -0.584
C -1.488309 0.476467 -5.190317 0.0 0.0 0.0 -0.460
C -0.405500 1.036059 -4.533389 0.0 0.1 -0.1 -0.224
N -0.495389 1.716317 -3.396104 0.1 0.1 -0.2 -0.311
C 0.343579 3.440563 1.184223 -0.2 0.1 0.0 0.705
C 0.243599 3.876830 2.507556 0.0 -0.1 0.0 -0.512
C 1.360108 3.839589 3.315522 0.0 0.0 0.0 -0.678
C 2.557443 3.377858 2.786699 0.0 0.0 0.0 -0.412
C 2.557607 2.962335 1.466502 0.0 0.0 0.0 -0.273
N 1.487916 2.983347 0.679653 0.1 0.1 -0.1 -0.278
H -1.953480 4.996670 1.384007 0.0 0.0 0.0 0.508
H -3.749008 3.557802 -2.152072 0.0 0.0 0.0 0.638
H -3.801526 1.420404 -2.925651 0.0 0.0 0.0 0.468
H -3.615011 0.156439 -5.055356 0.0 0.0 0.0 0.408
H -1.348722 -0.067964 -6.115144 0.0 0.0 0.0 0.419
H 0.595858 0.917124 -4.932604 0.0 0.0 0.0 0.345
H -0.709309 4.193620 2.901974 0.0 0.0 0.0 0.357
H 1.294223 4.152943 4.350526 0.0 0.0 0.0 0.370
H 3.460128 3.319499 3.381499 0.0 0.0 0.0 0.400
H 3.467989 2.580601 1.016693 0.0 0.0 0.0 0.418
Cl -3.836215 -5.582155 -4.470563 0.1 0.1 0.1 -0.284
C -3.124482 -4.329913 -3.461952 -0.1 0.0 0.0 0.105
C -3.790162 -3.922913 -2.294887 -0.1 -0.1 -0.1 -0.539
C -3.252788 -2.960525 -1.486995 0.1 0.0 0.0 -0.750
C -1.997869 -2.344731 -1.784383 -0.2 -0.1 0.0 -0.336
O -1.527783 -1.479750 -0.970655 0.1 -0.2 0.0 0.851
C -1.380452 -2.741270 -3.001287 0.1 0.0 0.0 1.261
C -0.204111 -2.073657 -3.506756 0.0 0.1 0.0 -0.509
O 0.365466 -1.122218 -3.007437 0.3 -0.2 0.2 -0.484
C -1.944691 -3.740413 -3.810339 0.0 0.0 0.0 -1.002
H -4.739239 -4.379253 -2.042600 0.0 0.0 0.0 0.409
H -3.751843 -2.637779 -0.583687 0.0 0.0 0.0 0.508
H 0.162576 -2.461210 -4.479831 0.0 0.0 0.0 0.069
H -1.437613 -4.025905 -4.725139 0.0 0.0 0.0 0.379
N 4.754857 -0.921691 5.236920 0.1 -0.1 0.0 -0.595
C 3.874750 -0.664988 4.186128 0.0 0.0 0.1 0.766
C 4.312659 -0.647317 2.866855 0.0 0.0 0.0 -0.905
C 3.388391 -0.437354 1.859443 0.0 0.0 0.0 -0.531
N 2.089817 -0.231574 2.065986 0.0 -0.1 0.1 1.062
C 1.678022 -0.251929 3.333700 -0.1 0.1 0.0 -0.500
C 2.518379 -0.464672 4.413585 0.0 0.0 0.0 -0.937
H 5.726799 -0.744895 5.037940 -0.1 0.0 0.0 0.214
H 4.463924 -0.577631 6.137407 0.0 0.0 0.0 0.216
H 5.353600 -0.816066 2.619491 0.0 0.0 0.0 0.335
H 3.714222 -0.455684 0.827540 0.0 0.0 -0.1 0.404
H 0.622789 -0.065981 3.491490 0.0 0.0 0.0 0.196
H 2.113797 -0.473597 5.418621 0.0 0.0 0.0 0.334
F -3.850843 0.266567 3.870911 -0.1 0.1 0.0 -0.218
C -3.159229 -0.696680 3.258815 0.0 -0.1 0.0 0.285
F -2.603382 -1.458898 4.213230 0.1 -0.1 0.1 -0.242
F -4.027989 -1.462750 2.588281 -0.1 -0.1 0.0 -0.213
S -1.890837 0.013255 2.136777 0.4 0.1 -0.5 1.036
O -1.217712 0.997389 2.958351 -0.2 -0.2 0.0 -0.682
O -2.652069 0.514889 1.022876 0.0 0.0 0.2 -0.557
O -1.048099 -1.156635 1.807760 -0.2 0.5 0.1 -0.643
C 3.230505 -0.649408 -2.061950 0.0 0.0 0.0 -1.566
C 2.986469 -1.782245 -1.109219 0.0 0.0 0.0 0.216
C 3.877307 -2.773125 -0.754655 0.0 0.0 0.0 -0.690
C 3.216812 -3.601117 0.190193 0.0 0.0 0.0 -0.963
C 1.957555 -3.070961 0.368502 -0.1 -0.1 -0.1 0.421
C 0.867907 -3.540060 1.276821 -0.1 -0.1 0.0 -1.037
N 1.805347 -1.970629 -0.429256 -0.1 0.0 -0.2 0.679
H 4.291652 -0.387413 -2.052689 0.0 0.0 0.0 0.433
H 2.674994 0.255070 -1.802898 0.0 0.0 0.1 0.216
H 2.945962 -0.893922 -3.084336 0.0 0.0 -0.1 0.187
H 4.884955 -2.877798 -1.131406 0.0 0.0 0.0 0.456
H 3.612773 -4.471322 0.692293 0.0 0.0 0.0 0.458
H 0.888332 -4.629257 1.364136 0.0 0.0 0.0 0.449
H -0.118898 -3.254826 0.911798 0.0 0.0 0.0 0.013
H 0.958351 -3.118407 2.280805 0.0 0.0 0.0 0.116
```
Positions in Å, forces in eV/Å.